Here is a structure of composition C31H45ClF5OPTl at a distorted geometry from OMol25. Energies are from wB97M-V/def2-TZVPD.

Each line ends with the Löwdin charge.
Atoms and positions in Å:
Tl1 2.1583 1.3442 2.5626  0.58
Cl1 1.3659 -0.5973 4.1358  -0.16
P1 0.3907 0.4060 -0.8425  1.12
C1 -2.5553 -0.2543 2.0164  -0.19
H1 -3.3548 -0.8506 1.5440  0.04
H2 -2.4104 0.7937 1.6913  0.03
C2 2.2116 0.6371 -1.1571  -0.48
C3 -0.4145 2.0940 -0.9497  -0.44
C4 2.6602 0.8006 -2.6135  -0.22
H3 2.4310 1.5903 -0.6422  0.08
C5 4.1459 1.1926 -2.6722  -0.20
H4 2.5284 -0.1444 -3.1586  0.10
H5 2.0805 1.5642 -3.1524  0.09
C6 5.0573 0.2198 -1.9095  -0.20
H6 4.4734 1.2588 -3.7192  0.11
H7 4.2647 2.1922 -2.2359  0.11
C7 4.5352 -0.1225 -0.5030  -0.20
H8 5.1516 -0.7128 -2.4812  0.11
H9 6.0678 0.6447 -1.8267  0.10
C8 3.0422 -0.4781 -0.4933  -0.25
H10 5.1057 -0.9604 -0.0755  0.11
H11 4.6958 0.7442 0.1537  0.10
H12 2.8916 -1.4104 -1.0575  0.11
H13 2.7024 -0.6771 0.5366  0.05
C9 -0.3011 -0.6010 -2.2663  -0.43
C10 -1.9360 1.9534 -1.1124  -0.21
H14 -0.2101 2.5048 0.0590  0.10
C11 -2.6350 3.3176 -1.0990  -0.20
H15 -2.1591 1.4339 -2.0558  0.10
H16 -2.3293 1.3158 -0.3088  0.09
C12 -2.0072 4.3101 -2.0841  -0.21
H17 -3.6962 3.1666 -1.3323  0.11
H18 -2.5811 3.7263 -0.0814  0.11
C13 -0.4887 4.4187 -1.9248  -0.20
H19 -2.2508 3.9990 -3.1070  0.11
H20 -2.4684 5.2937 -1.9385  0.10
C14 0.2169 3.0574 -1.9582  -0.22
H21 -0.0792 5.0589 -2.7143  0.10
H22 -0.2637 4.9005 -0.9657  0.11
H23 0.1590 2.6395 -2.9746  0.09
H24 1.2857 3.2089 -1.7435  0.10
C15 0.3890 -1.9702 -2.3611  -0.21
H25 -1.3481 -0.7784 -1.9495  0.11
C16 -0.3465 -2.8899 -3.3506  -0.20
H26 1.4315 -1.8409 -2.6875  0.09
H27 0.4187 -2.4542 -1.3739  0.10
C17 -0.5511 -2.2353 -4.7273  -0.21
H28 0.2222 -3.8266 -3.4569  0.11
H29 -1.3282 -3.1420 -2.9244  0.12
C18 -1.1380 -0.8218 -4.6333  -0.20
H30 0.4123 -2.1992 -5.2500  0.11
H31 -1.2160 -2.8705 -5.3289  0.10
C19 -0.3745 0.0759 -3.6460  -0.21
H32 -1.1334 -0.3490 -5.6252  0.10
H33 -2.1847 -0.8888 -4.3084  0.11
H34 0.6393 0.2627 -4.0300  0.09
H35 -0.8796 1.0517 -3.5877  0.08
C20 0.0085 -2.3107 1.5364  -0.20
C21 -1.3451 -2.0488 1.4389  -0.21
H36 0.7269 -1.7298 0.9465  0.02
C22 -2.2533 -3.0021 2.1718  -0.21
H37 -1.6960 -1.5309 0.5159  0.07
C23 -1.6178 -3.5102 3.4755  -0.21
H38 -3.2381 -2.5887 2.3848  0.09
H39 -2.4080 -3.8736 1.5131  0.11
C24 -0.3193 -4.2445 3.2142  -0.21
H40 -1.3814 -2.6635 4.1311  0.10
H41 -2.3406 -4.1392 4.0045  0.10
C25 0.6450 -3.3465 2.4005  -0.27
H42 0.1411 -4.5167 4.1777  0.10
H43 -0.4951 -5.1820 2.6776  0.09
H44 1.2883 -2.8457 3.1414  0.00
H45 1.3035 -3.9915 1.7981  0.09
F1 -0.4913 2.6071 7.4197  0.07
C26 -1.0378 1.9386 6.3772  -0.15
C27 -0.6910 2.2635 5.0650  -0.15
F2 0.3259 3.1521 4.8346  0.04
C28 -1.2515 1.5376 4.0107  -0.16
F3 -0.7890 1.8319 2.7386  -0.05
C29 -2.0584 0.4353 4.2870  -0.14
O1 -2.6099 -0.4167 3.3609  -0.10
C30 -2.2728 0.0419 5.6088  -0.13
F4 -2.8581 -1.1605 5.8280  0.10
C31 -1.8132 0.8060 6.6822  -0.13
F5 -1.9653 0.3856 7.9573  0.09

Forces on atoms 1 to 2 (eV/Å):
Tl -0.5 -0.6 0.3
Cl 0.4 0.8 0.0

Charge   -1
Frontier orbital gap (spin up / spin down)   0.1163 / 0.1157 Eh
E_tot   -75014.455 eV
Energy above the lowest of the compared OMol25 structures with the same formula, charge and spin   290.12 kJ/mol

Here is a cluster of 11 separate species, C23H74O29P6 in total at a distorted geometry from OMol25. Energies are from wB97M-V/def2-TZVPD.

Each line ends with the Löwdin spin population.
Atoms and positions in Å:
C1 -2.6478 -1.4003 5.1553  0.00
O1 -1.2761 -1.4394 5.1458  0.00
P1 -0.4117 -1.0624 3.7850  0.00
O2 -0.8022 -1.7480 2.5451  0.00
O3 -0.4348 0.6000 3.7290  0.00
C2 -0.2640 1.4302 4.8710  0.00
O4 1.0598 -1.3136 4.3144  0.00
C3 1.4025 -2.6462 4.6493  0.00
H1 -3.0834 -2.1760 5.7851  0.00
H2 -3.0652 -1.7157 4.1990  0.00
H3 -2.9422 -0.4083 5.4977  0.00
H4 0.6875 1.4333 5.4028  0.00
H5 -0.8548 0.9532 5.6530  0.00
H6 -0.6024 2.4596 4.7530  0.00
H7 0.5397 -3.2631 4.3982  0.00
H8 1.5843 -2.5884 5.7224  0.00
H9 2.3479 -2.9401 4.1934  0.00
C4 1.5003 -2.3156 -0.6024  0.00
O5 1.6663 -1.2883 0.3654  0.00
P2 1.6436 0.2351 -0.0495  0.00
O6 2.8540 0.5980 -0.8963  0.00
O7 1.6001 0.9428 1.4575  0.00
C5 1.6035 2.3812 1.6058  0.00
O8 0.1230 0.3703 -0.5856  0.00
C6 -0.2603 1.3908 -1.6209  0.00
H10 0.6019 -1.9481 -1.0984  0.00
H11 1.3192 -3.2163 -0.0158  0.00
H12 2.2683 -2.4942 -1.3550  0.00
H13 2.6287 2.7103 1.4365  0.00
H14 1.3024 2.7250 2.5954  0.00
H15 1.0466 2.8566 0.7983  0.00
H16 0.5319 2.0720 -1.9315  0.00
H17 -1.0843 2.0104 -1.2669  0.00
H18 -0.6040 0.9263 -2.5451  0.00
C7 -3.6176 6.5238 -4.3191  0.00
O9 -4.2152 6.5570 -2.9939  0.00
P3 -5.1460 5.3252 -2.6480  0.00
O10 -6.1381 5.1047 -3.6357  0.00
O11 -5.8319 5.7168 -1.2524  0.00
C8 -6.6801 6.8340 -1.2191  0.00
O12 -4.1634 4.0138 -2.3218  0.00
C9 -3.0008 4.0507 -1.5060  0.00
H19 -4.1270 7.3727 -4.7753  0.00
H20 -3.5542 5.5225 -4.7450  0.00
H21 -2.5981 6.8996 -4.2330  0.00
H22 -7.6895 6.5917 -0.8868  0.00
H23 -6.9186 7.0818 -2.2534  0.00
H24 -6.3366 7.7287 -0.6998  0.00
H25 -2.8121 5.0629 -1.1484  0.00
H26 -2.1335 3.7751 -2.1060  0.00
H27 -3.1103 3.2319 -0.7949  0.00
C10 -6.9227 1.8813 -1.8205  0.00
O13 -7.0901 1.7786 -3.1952  0.00
P4 -6.5691 0.4670 -4.0959  0.00
O14 -6.1788 0.8139 -5.4873  0.00
O15 -7.6326 -0.7485 -3.9640  0.00
C11 -8.8653 -0.5030 -3.2692  0.00
O16 -5.2631 0.0677 -3.3641  0.00
C12 -4.0916 0.8195 -3.4934  0.00
H28 -6.7881 0.9103 -1.3439  0.00
H29 -7.9132 2.2332 -1.5321  0.00
H30 -6.2125 2.5854 -1.3868  0.00
H31 -8.7777 -0.2596 -2.2104  0.00
H32 -9.4047 -1.4418 -3.3952  0.00
H33 -9.4456 0.3058 -3.7133  0.00
H34 -3.9111 1.4106 -2.5955  0.00
H35 -4.2101 1.5988 -4.2462  0.00
H36 -3.1962 0.2962 -3.8288  0.00
C13 7.4862 -1.3814 6.0858  0.00
O17 6.9579 -1.7923 4.8246  0.00
P5 5.4203 -1.3283 4.4571  0.00
O18 4.3054 -1.8571 5.3156  0.00
O19 5.4288 0.2945 4.2683  0.00
C14 4.3017 1.1085 4.3917  0.00
O20 5.2700 -1.8211 2.9418  0.00
C15 4.2754 -1.3949 2.0723  0.00
H37 7.1829 -0.4613 6.5853  0.00
H38 8.5695 -1.3093 5.9891  0.00
H39 7.4752 -2.1570 6.8516  0.00
H40 3.7951 1.1124 3.4266  0.00
H41 4.8483 2.0314 4.5856  0.00
H42 3.6615 0.7920 5.2152  0.00
H43 4.4115 -1.8492 1.0909  0.00
H44 4.2908 -0.3191 1.8977  0.00
H45 3.3244 -1.6159 2.5569  0.00
C16 0.5863 -7.9062 1.7071  0.00
O21 1.6585 -6.9611 1.3583  0.01
P6 2.9413 -7.5282 0.5129  0.00
O22 2.5028 -7.9025 -0.8567  0.00
O23 4.0753 -6.3420 0.6081  0.00
C17 4.1511 -5.1943 -0.2667  0.00
O24 3.5269 -8.6886 1.4772  0.00
C18 4.2392 -9.8549 1.1233  0.00
H46 0.8487 -8.4884 2.5904  0.00
H47 0.2144 -8.5331 0.8967  0.00
H48 -0.1620 -7.1432 1.9218  0.00
H49 5.0813 -5.0390 -0.8131  0.00
H50 3.8317 -4.3031 0.2736  0.00
H51 3.3907 -5.3442 -1.0331  0.00
H52 5.0958 -10.1896 1.7082  0.00
H53 4.7041 -9.8146 0.1382  0.00
H54 3.5491 -10.6980 1.1536  0.00
C19 0.6970 6.2586 -1.1876  0.00
O25 -0.2356 6.4528 -2.2686  0.00
H55 0.1322 6.6542 -0.3435  0.00
H56 0.9633 5.2626 -0.8337  0.00
H57 1.6266 6.7025 -1.5438  0.00
H58 -0.1021 5.7968 -2.9567  0.00
C20 4.4693 4.7036 -1.5011  0.00
O26 3.4830 3.7542 -1.1819  0.00
H59 4.4669 5.5826 -0.8564  0.00
H60 5.4213 4.1739 -1.4671  0.00
H61 4.2279 5.0689 -2.4993  0.00
H62 3.9141 2.9019 -1.2790  0.00
C21 0.4845 5.1060 -5.2327  0.00
O27 0.5108 4.6129 -3.9497  0.00
H63 1.4451 5.5900 -5.4089  0.00
H64 0.1366 4.4330 -6.0163  0.00
H65 -0.3091 5.8514 -5.1813  0.00
H66 1.1978 3.9438 -3.9046  0.00
C22 2.6776 -4.4945 -4.0172  0.00
O28 1.7209 -4.4321 -2.9835  0.00
H67 2.5454 -5.1843 -4.8507  0.00
H68 2.7237 -3.5118 -4.4865  0.00
H69 3.6538 -4.6357 -3.5534  0.00
H70 0.8568 -4.2510 -3.3605  0.00
C23 -1.1551 -4.5652 0.3826  0.17
O29 -1.9446 -4.2579 1.4857  0.67
H71 -0.8916 -3.6609 -0.1660  0.05
H72 -0.1577 -4.8469 0.7203  0.09
H73 -1.6506 -5.4160 -0.0851  0.00
H74 -1.5798 -3.4530 1.8606  0.01

Forces on atoms 1 to 2 (eV/Å):
C -2.0 -0.3 -0.2
O 3.1 -0.2 -1.8

Charge   +1
Frontier orbital gap (spin up / spin down)   0.3192 / 0.0749 Eh
E_tot   -140158.835 eV
Multiplicity   2

Here is an isolated molecule of C2H5O2PS2 at a distorted geometry from OMol25. Energies are from wB97M-V/def2-TZVPD.

Each line ends with the Löwdin charge.
Atoms and positions in Å:
C1 0.7992 -0.0899 0.3627  -0.49
C2 2.1841 -0.6859 0.5053  -0.14
O1 -1.0545 1.5104 0.6870  -0.42
O2 -2.0149 1.1343 -1.6288  -0.26
P1 -2.0008 0.7144 -0.0700  -0.10
S1 -3.6368 -0.2391 0.4039  0.23
S2 -0.3130 -0.8421 -0.5492  0.88
H1 0.7063 0.9077 0.6178  0.03
H2 2.9290 -0.2257 1.1850  0.09
H3 2.5548 -0.8290 -0.4898  0.07
H4 2.1273 -1.7010 1.0302  0.10
H5 -2.2807 0.3457 -2.0542  0.00

Forces on atoms 1 to 2 (eV/Å):
C 2.5 -2.4 -1.5
C -0.4 -1.8 2.1

Charge   0
Frontier orbital gap   0.2812 Eh
E_tot   -37209.543 eV
Energy above the lowest of the compared OMol25 structures with the same formula, charge and spin   86.54 kJ/mol

Here is a structure of composition C2H2InO2P at a distorted geometry from OMol25. Energies are from wB97M-V/def2-TZVPD.

Each line ends with the Löwdin charge.
Atoms and positions in Å:
H1 1.9224 -3.5378 -0.1225  0.00
P1 1.1233 1.3134 -0.0124  1.33
O1 -0.1604 2.4402 0.2377  -0.24
C1 -0.9715 1.3827 -0.0244  -0.15
H2 -1.8039 1.4992 -0.7227  0.18
C2 -0.4238 0.1982 0.5087  -0.47
O2 -0.5621 -1.0156 0.4068  -0.17
In1 0.8760 -2.2803 -0.2711  1.52

Forces on atoms 1 to 2 (eV/Å):
H 0.3 -0.2 -0.3
P -3.9 -0.1 1.0

Charge   +2
Frontier orbital gap (spin up / spin down)   0.2314 / 0.2314 Eh
E_tot   -20639.126 eV
Energy above the lowest of the compared OMol25 structures with the same formula, charge and spin   133.65 kJ/mol

- charge of number 1 (C31H45ClF5OPTl)?
  -1

- Look up the E_tot of the first one.
  -75014.455 eV

- Which value of E_tot does entry 4 give?
  -20639.126 eV